Record 1
A molecular structure, CH28F3O17SZr at a distorted geometry, computed with wB97M-V/def2-TZVPD.

The molar mass is 492.5 g mol⁻¹. The calculation puts the maximum force at 8.5 eV/Å. The calculation puts the energy at -2077.77013 a.u.

```
! RIJCOSX wB97M-V def2-TZVPD def2/J DEFGRID3
* xyz 3 1
Zr 11.367 14.817 -6.144
C 15.546 14.418 -3.642
F 16.070 14.882 -4.693
F 16.394 13.455 -3.205
F 15.305 15.379 -2.797
S 13.906 13.618 -4.090
O 13.335 13.199 -2.823
O 13.039 14.473 -4.934
O 14.188 12.497 -4.947
O 14.012 11.838 -8.024
H 14.850 11.735 -7.573
H 13.856 10.989 -8.437
O 18.065 11.939 -1.578
H 17.558 11.928 -2.390
H 18.904 11.544 -1.814
O 12.047 14.499 -0.703
H 11.167 14.253 -0.986
H 12.620 14.195 -1.406
O 12.678 16.665 -6.358
H 13.623 16.748 -6.233
H 12.376 17.562 -6.505
O 10.384 13.606 -4.393
H 9.521 13.932 -4.137
H 10.579 12.917 -3.758
O 11.241 16.154 -4.290
H 10.431 16.300 -3.801
H 11.888 16.708 -3.852
O 15.138 17.021 -6.138
H 16.037 17.257 -5.909
H 15.168 16.849 -7.079
O 11.216 11.385 -3.252
H 10.682 11.159 -2.490
H 12.118 11.326 -2.937
O 11.651 12.617 -6.522
H 11.203 12.274 -7.294
H 12.169 11.881 -6.197
O 15.898 10.336 -3.946
H 16.727 10.656 -4.301
H 15.266 10.472 -4.652
O 13.403 14.386 -7.455
H 13.833 15.042 -8.003
H 13.771 13.552 -7.745
O 12.807 17.933 -2.804
H 12.790 18.510 -2.041
H 13.734 17.727 -2.929
O 17.887 17.219 -5.630
H 18.226 16.365 -5.898
H 18.325 17.401 -4.799
O 13.661 10.522 -1.731
H 14.201 10.045 -2.361
H 13.755 11.441 -1.982
*
```

Record 2
2 unconnected molecules or ions with the total composition C4H11NO2 at a distorted geometry, computed with wB97M-V/def2-TZVPD.

The relative energy (zero: lowest compared OMol25 entry of this formula, charge and spin) is 45.2 kcal per mole. The molar mass is 105.1 g mol⁻¹. The calculation puts the maximum force at 3.1 eV/Å. Its expectation value of S² is 0.7538.

```
! RIJCOSX wB97M-V def2-TZVPD def2/J DEFGRID3
* xyz -1 2
C -0.056 -0.630 -2.005
N 1.142 -0.492 -1.139
C 0.476 1.922 -0.756
C 1.173 0.683 -0.236
C 0.628 0.178 1.069
O -0.613 0.251 1.379
H -0.834 -0.184 -1.338
H -0.113 -0.099 -2.955
H -0.158 -1.691 -2.118
H 2.057 -0.541 -1.580
H 0.462 2.068 -1.880
H -0.607 1.855 -0.527
H 0.740 2.883 -0.344
H 2.213 1.145 -0.033
H 1.420 -0.182 1.767
H -1.898 -0.761 1.959
H -1.561 -2.267 1.728
O -2.306 -1.649 1.793
*
```

Record 3
A molecular structure, C42H59Cl5N10O7RbS, computed with wB97M-V/def2-TZVPD.

The molar mass is 1110.8 g mol⁻¹. The calculation puts the maximum force at 0.8 eV/Å. The calculation puts the energy at -5433.51270 a.u.

```
! RIJCOSX wB97M-V def2-TZVPD def2/J DEFGRID3
* xyz -1 1
Rb 1.547 -0.071 -0.548
Cl 7.428 -3.981 -4.037
C 6.095 -3.477 -3.058
C 5.322 -2.375 -3.421
Cl 5.705 -1.505 -4.865
C 4.253 -1.980 -2.640
Cl 3.302 -0.595 -3.076
C 3.869 -2.656 -1.442
O 2.879 -2.294 -0.745
C 4.695 -3.770 -1.110
Cl 4.281 -4.617 0.338
C 5.767 -4.164 -1.890
Cl 6.713 -5.534 -1.420
C 0.868 -1.313 4.841
N 0.936 -1.785 3.473
C 2.085 -1.309 2.729
C -0.162 -2.221 2.808
N -0.351 -1.930 1.555
C -0.979 -2.881 0.749
C -0.603 -4.208 0.869
C -1.127 -5.214 0.050
C -1.996 -4.894 -0.951
C -2.362 -3.543 -1.168
C -3.170 -3.229 -2.291
C -3.511 -1.937 -2.555
C -3.128 -0.922 -1.667
C -2.397 -1.184 -0.524
N -2.146 -0.132 0.360
C -3.126 0.642 0.709
N -2.899 1.936 1.091
C -1.685 2.633 0.725
C -3.624 2.545 2.185
N -4.467 0.275 0.798
C -5.490 1.128 0.233
C -4.878 -1.104 0.934
C -1.903 -2.517 -0.292
N -1.063 -2.934 3.586
C -0.624 -4.014 4.437
C -2.461 -2.942 3.235
H 1.029 -0.232 4.861
H 1.633 -1.798 5.454
H -0.113 -1.512 5.262
H 3.002 -1.598 3.247
H 2.071 -0.221 2.623
H 2.080 -1.773 1.747
H 0.159 -4.460 1.597
H -0.806 -6.239 0.197
H -2.385 -5.649 -1.623
H -3.482 -4.038 -2.942
H -4.092 -1.686 -3.435
H -3.419 0.103 -1.867
H -1.938 3.575 0.225
H -1.084 2.011 0.073
H -1.082 2.852 1.606
H -4.396 1.873 2.548
H -4.091 3.486 1.874
H -2.930 2.754 3.004
H -5.093 2.121 0.042
H -6.343 1.215 0.913
H -5.850 0.709 -0.716
H -4.077 -1.701 1.357
H -5.159 -1.551 -0.026
H -5.740 -1.149 1.607
H 0.459 -3.991 4.536
H -0.912 -4.982 4.006
H -1.068 -3.937 5.435
H -2.689 -2.021 2.703
H -3.056 -2.971 4.152
H -2.741 -3.796 2.605
O 5.185 -0.569 0.579
H 4.707 0.188 0.954
H 4.521 -1.269 0.519
O -0.816 0.737 3.012
H -0.062 1.204 2.618
H -1.058 0.133 2.287
C -0.331 -2.605 -4.761
C 0.126 -2.482 -3.327
C 0.829 -3.666 -2.736
O -0.071 -1.460 -2.705
H -0.826 -3.563 -4.930
H 0.548 -2.574 -5.411
H -1.001 -1.786 -5.014
H 1.495 -4.126 -3.470
H 0.073 -4.408 -2.468
H 1.377 -3.370 -1.843
C -0.967 1.489 -2.930
N 0.486 1.702 -2.924
C 0.751 3.085 -2.506
N 0.098 4.056 -3.396
C -1.341 3.787 -3.385
N -1.664 2.426 -3.819
C -1.126 2.242 -5.168
N 0.319 2.463 -5.230
C 0.965 1.530 -4.297
C 0.587 3.826 -4.757
H -1.348 1.620 -1.917
H -1.167 0.465 -3.240
H 1.827 3.261 -2.498
H 0.389 3.229 -1.487
H -1.840 4.498 -4.049
H -1.717 3.931 -2.369
H -1.621 2.942 -5.847
H -1.341 1.222 -5.496
H 2.043 1.700 -4.325
H 0.763 0.504 -4.613
H 0.102 4.535 -5.433
H 1.665 4.001 -4.778
C 1.912 6.749 5.529
C 2.089 5.694 4.471
C 2.038 6.022 3.120
C 2.179 5.049 2.142
C 2.375 3.730 2.511
C 2.435 3.383 3.853
C 2.292 4.361 4.823
S 2.507 2.457 1.275
O 3.560 1.568 1.751
O 2.783 3.121 0.015
O 1.201 1.781 1.264
H 2.262 7.720 5.180
H 2.461 6.494 6.435
H 0.859 6.857 5.802
H 1.895 7.057 2.828
H 2.153 5.302 1.090
H 2.609 2.351 4.127
H 2.347 4.088 5.870
*
```

Record 4
A single C2BrF3S molecule at a distorted geometry, computed with wB97M-V/def2-TZVPD.

The relative energy (zero: lowest compared OMol25 entry of this formula, charge and spin) is 72.0 kcal per mole. The molar mass is 193.0 g mol⁻¹. The calculation puts the maximum force at 3.3 eV/Å. The structure (SMILES) is FS/C(F)=C(\F)Br.

```
! RIJCOSX wB97M-V def2-TZVPD def2/J DEFGRID3
* xyz 0 1
F 3.452 -0.314 0.337
S 1.737 -0.108 -0.372
C -0.070 0.487 0.104
F -0.356 1.768 0.248
C -1.080 -0.350 -0.078
F -0.809 -1.622 -0.181
Br -2.875 0.140 -0.057
*
```

Record 5
A molecular structure, C31H24Cl6N3OPbSb, computed with wB97M-V/def2-TZVPD.

The relative energy (zero: lowest compared OMol25 entry of this formula, charge and spin) is 11.4 kcal per mole. The molar mass is 996.2 g mol⁻¹. The calculation puts the maximum force at 0.1 eV/Å.

```
! RIJCOSX wB97M-V def2-TZVPD def2/J DEFGRID3
* xyz 2 1
Pb 0.723 0.597 -0.327
C 1.514 1.744 2.905
C 1.388 2.956 2.038
C 1.588 4.227 2.565
C 1.476 5.332 1.750
C 1.161 5.142 0.409
C 0.969 3.859 -0.073
N 1.085 2.785 0.740
Sb 0.441 3.757 -2.178
C -1.375 2.625 -1.829
C -2.469 3.078 -2.544
C -3.725 2.540 -2.289
C -3.846 1.590 -1.300
C -2.715 1.165 -0.605
C -2.855 0.182 0.516
N -1.501 1.661 -0.888
C 1.732 2.106 -2.674
C 3.056 2.061 -2.266
C 3.814 0.950 -2.624
C 3.225 -0.041 -3.386
C 1.896 0.104 -3.796
C 1.246 -0.910 -4.690
N 1.161 1.154 -3.423
H 1.733 2.025 3.932
H 2.327 1.104 2.552
H 0.589 1.169 2.899
H 1.831 4.330 3.614
H 1.632 6.328 2.144
H 1.069 5.990 -0.256
H -2.348 3.851 -3.291
H -4.591 2.877 -2.842
H -4.810 1.174 -1.041
H -3.597 -0.578 0.270
H -3.216 0.703 1.407
H -1.917 -0.298 0.788
H 3.489 2.863 -1.680
H 4.850 0.867 -2.320
H 3.789 -0.914 -3.689
H 1.641 -0.826 -5.704
H 0.172 -0.737 -4.735
H 1.456 -1.929 -4.359
Cl 2.760 -3.615 5.703
C 1.994 -2.788 4.415
C 2.741 -2.319 3.337
Cl 4.435 -2.570 3.282
C 2.104 -1.637 2.304
Cl 3.027 -1.068 0.942
C 0.729 -1.395 2.298
O 0.107 -0.771 1.316
C 0.001 -1.882 3.395
Cl -1.710 -1.648 3.376
C 0.613 -2.568 4.435
Cl -0.325 -3.150 5.744
Cl 0.204 -4.505 1.267
C -1.267 -4.089 0.544
C -2.448 -4.482 1.133
C -3.648 -4.212 0.488
C -3.721 -3.540 -0.750
C -2.571 -3.121 -1.336
C -1.293 -3.367 -0.713
C -0.162 -2.925 -1.310
H -2.433 -5.010 2.076
H -4.567 -4.544 0.956
H -4.682 -3.372 -1.216
H -2.582 -2.595 -2.283
H -0.209 -2.408 -2.262
H 0.813 -3.080 -0.864
*
```

Record 6
A single C23H18N4O4S molecule at a distorted geometry, computed with wB97M-V/def2-TZVPD.

The relative energy (zero: lowest compared OMol25 entry of this formula, charge and spin) is 92.6 kcal per mole. The molar mass is 446.5 g mol⁻¹. The calculation puts the maximum force at 4.6 eV/Å. The structure (SMILES) is O=[N+]([O-])c1ccccc1CSc1nnc(-c2ccc3c(c2)OCCO3)n1-c1ccccc1.

```
! RIJCOSX wB97M-V def2-TZVPD def2/J DEFGRID3
* xyz 0 1
O -2.303 -3.679 0.372
N -1.783 -4.730 0.750
O -1.403 -5.600 0.000
C -1.597 -4.899 2.105
C -2.467 -5.718 2.815
C -2.191 -6.028 4.135
C -1.012 -5.534 4.750
C -0.112 -4.719 4.017
C -0.396 -4.381 2.711
C 0.418 -3.324 2.068
S -0.545 -1.781 2.309
C 0.604 -0.744 1.479
N 1.907 -0.900 1.588
N 2.507 0.055 0.816
C 1.555 0.770 0.271
C 1.924 1.899 -0.645
C 3.052 2.659 -0.365
C 3.454 3.669 -1.261
C 2.740 3.909 -2.398
C 1.549 3.186 -2.671
C 1.143 2.186 -1.773
O 0.730 3.470 -3.738
C 1.377 4.246 -4.755
C 2.248 5.397 -4.182
O 3.180 4.928 -3.220
N 0.296 0.313 0.656
C -0.958 0.791 0.242
C -1.342 2.122 0.508
C -2.501 2.671 -0.011
C -3.377 1.930 -0.826
C -3.014 0.593 -1.110
C -1.821 0.033 -0.595
H -3.361 -6.088 2.269
H -2.941 -6.609 4.632
H -0.811 -5.741 5.793
H 0.722 -4.221 4.524
H 1.407 -3.267 2.552
H 0.618 -3.489 0.998
H 3.675 2.451 0.494
H 4.319 4.291 -1.075
H 0.260 1.601 -2.057
H 1.968 3.660 -5.422
H 0.579 4.693 -5.365
H 2.776 5.911 -4.996
H 1.641 6.175 -3.700
H -0.620 2.735 1.038
H -2.718 3.724 0.137
H -4.287 2.395 -1.246
H -3.595 -0.028 -1.779
H -1.499 -0.984 -0.841
*
```

Record 7
A single C21H19N5O molecule at a distorted geometry, computed with wB97M-V/def2-TZVPD.

The relative energy (zero: lowest compared OMol25 entry of this formula, charge and spin) is 78.6 kcal per mole. The molar mass is 357.4 g mol⁻¹. The calculation puts the maximum force at 5.6 eV/Å. The structure (SMILES) is N#C/C=C/c1ccc(-c2nc3cnc4[nH]ccc4c3n2C2CCCCC2)o1.

```
! RIJCOSX wB97M-V def2-TZVPD def2/J DEFGRID3
* xyz 0 1
N 7.520 -3.045 3.005
C 6.536 -3.601 2.643
C 5.347 -3.995 1.991
C 4.722 -3.262 1.007
C 3.346 -3.500 0.700
C 2.810 -4.742 0.668
C 1.519 -4.415 0.176
C 1.406 -3.125 -0.027
C 0.340 -2.459 -0.706
N -0.437 -3.197 -1.450
C -1.498 -2.444 -1.865
C -2.466 -2.783 -2.766
N -3.380 -1.963 -3.292
C -3.227 -0.767 -2.857
N -3.821 0.375 -3.388
C -3.469 1.522 -2.727
C -2.431 1.114 -1.926
C -2.287 -0.244 -1.907
C -1.345 -1.173 -1.450
N -0.265 -1.121 -0.666
C 0.385 0.066 0.080
C 1.057 1.079 -0.895
C 1.497 2.431 -0.193
C 0.271 3.024 0.450
C -0.301 2.106 1.519
C -0.710 0.749 0.905
O 2.522 -2.508 0.396
H 4.943 -4.783 2.568
H 5.251 -2.427 0.607
H 3.335 -5.667 0.629
H 0.703 -5.093 0.026
H -2.422 -3.629 -3.307
H -4.631 0.232 -3.984
H -3.891 2.515 -2.816
H -1.650 1.730 -1.382
H 1.137 -0.210 0.843
H 1.804 0.494 -1.396
H 0.333 1.220 -1.685
H 1.804 3.137 -0.936
H 2.361 2.178 0.467
H 0.460 4.064 0.700
H -0.491 3.074 -0.330
H -1.135 2.650 1.956
H 0.496 1.866 2.234
H -1.698 0.882 0.438
H -0.942 -0.045 1.626
*
```

Record 8
A molecular structure, C32H50BiN6O8 at a distorted geometry, computed with wB97M-V/def2-TZVPD.

The molar mass is 855.8 g mol⁻¹. The calculation puts the maximum force at 1.2 eV/Å. The calculation puts the energy at -2394.18369 a.u.

```
! RIJCOSX wB97M-V def2-TZVPD def2/J DEFGRID3
* xyz 1 1
Bi 0.749 0.673 -0.136
C 2.574 3.239 -0.989
N 2.544 2.369 0.193
C 2.285 3.163 1.405
C 3.721 1.547 0.391
C 4.994 1.994 0.081
C 6.098 1.184 0.302
C 5.914 -0.084 0.830
C 4.646 -0.536 1.156
C 3.528 0.281 0.974
N 2.218 -0.106 1.242
C 1.831 -1.030 2.191
C 2.595 -1.329 3.332
C 2.157 -2.253 4.262
C 0.944 -2.905 4.093
C 0.150 -2.571 3.010
C 0.567 -1.634 2.076
N -0.289 -1.292 0.943
C -1.628 -0.842 1.377
C -0.404 -2.444 0.027
H 3.251 4.087 -0.853
H 1.568 3.627 -1.165
H 2.878 2.664 -1.858
H 3.047 3.939 1.524
H 2.321 2.513 2.277
H 1.304 3.636 1.341
H 5.137 2.983 -0.334
H 7.089 1.544 0.065
H 6.765 -0.733 0.990
H 4.511 -1.541 1.531
H 3.541 -0.823 3.470
H 2.766 -2.460 5.132
H 0.616 -3.660 4.793
H -0.809 -3.059 2.894
H -2.164 -1.626 1.915
H -2.209 -0.560 0.495
H -1.534 0.023 2.026
H -0.671 -3.354 0.570
H 0.548 -2.604 -0.477
H -1.179 -2.252 -0.715
C -1.529 -0.337 -3.066
O -0.496 0.393 -3.661
C 0.653 -0.420 -3.858
C 1.855 0.485 -4.103
O 2.619 0.697 -2.928
C 3.772 -0.107 -2.774
C 3.520 -1.595 -2.616
O 2.736 -1.823 -1.461
C 2.846 -3.146 -0.978
H -1.891 -1.127 -3.733
H -3.283 0.693 -3.491
H -1.160 -0.807 -2.143
H 0.485 -1.093 -4.709
H 0.835 -1.020 -2.958
H 1.480 1.464 -4.409
H 2.484 0.084 -4.903
H 4.254 0.258 -1.866
H 4.449 0.037 -3.626
H 4.498 -2.081 -2.513
H 3.020 -2.011 -3.503
H 3.887 -3.398 -0.750
H 2.457 -3.872 -1.701
H 2.265 -3.201 -0.059
C -5.916 0.630 -3.888
C -6.484 0.035 -2.602
C -5.556 0.076 -1.355
C -6.425 -0.279 -0.115
C -5.639 -0.468 1.179
C -5.080 1.529 -1.148
O -5.873 2.354 -0.775
N -3.756 1.990 -1.327
C -2.551 1.480 -1.783
O -1.496 1.906 -1.359
N -2.663 0.478 -2.722
C -4.505 -0.993 -1.356
O -4.558 -2.117 -1.745
H -6.695 0.654 -4.648
H -5.105 0.022 -4.297
H -5.567 1.653 -3.735
H -6.756 -1.008 -2.773
H -7.387 0.587 -2.335
H -6.979 -1.190 -0.346
H -7.139 0.533 0.017
H -4.968 -1.324 1.110
H -6.332 -0.652 2.000
H -5.056 0.421 1.427
H -3.640 2.900 -0.897
N 1.632 1.458 5.093
C 0.245 1.313 5.542
C -0.658 1.083 4.330
O -1.755 0.602 4.375
O -0.104 1.488 3.177
H 2.039 0.544 4.926
H 2.198 1.927 5.789
H 0.810 1.770 3.409
H -0.082 2.250 5.998
H 0.072 0.513 6.264
*
```